Entry 1:
Density functional theory data (ωB97M-V with the def2-TZVPD basis set) for a 8-piece molecular cluster, C53H98N8O4 overall.

Properties
- Structure (SMILES): CCCCCCCCCCCCCCCCCC[C@](COC)(OC#N)OCOCC.CCCC#N.CCCC#N.CCCC#N.CCCC#N.CCCC#N.CCCC#N.CCCC#N
- 2S+1: 1

CARTESIAN COORDINATES (ANGSTROEM)
C  -7.42892  1.35180  9.56863
C  -6.29666  0.30986  9.00054
C  -5.61110  0.79394  7.56684
C  -4.08596  0.11726  7.51056
C  -3.53529  0.03591  5.96665
C  -2.31637  1.10750  5.63525
C  -0.87866  0.37201  5.30417
C  0.41519  1.41009  5.30898
C  0.31294  2.59525  4.17786
C  0.24388  1.84229  2.71021
C  1.08987  2.70589  1.57850
C  0.12700  3.83554  0.81908
C  0.85220  4.20225  -0.60623
C  -0.07272  5.08416  -1.63716
C  -0.71437  4.04913  -2.74156
C  0.24782  3.87744  -4.09737
C  -0.51455  2.81347  -5.12295
C  0.43887  1.54543  -5.52951
C  -0.22659  0.56076  -6.70653
C  0.58884  0.98596  -8.10334
O  -0.38450  0.88083  -9.20603
C  0.28524  0.78134  -10.51568
O  -1.64210  0.85424  -6.97763
C  -2.54634  0.23814  -5.99455
N  -3.36628  -0.12464  -5.05778
O  0.05492  -0.81474  -6.26541
C  -0.18842  -1.81124  -7.31695
O  0.00073  -3.14720  -6.66128
C  -0.95066  -3.32852  -5.55447
C  -1.68117  -4.80701  -5.83095
H  -7.84726  2.08740  8.75656
H  -8.31334  0.71610  10.05715
H  -6.93097  1.94523  10.47499
H  -5.42856  0.27265  9.78852
H  -6.78838  -0.75229  8.80880
H  -6.24681  0.40870  6.65777
H  -5.53007  1.96198  7.47189
H  -4.19172  -0.95120  8.00872
H  -3.36813  0.74237  8.21011
H  -3.20064  -1.08613  5.73462
H  -4.44579  0.30201  5.24917
H  -2.62066  1.70150  4.65276
H  -2.28204  1.85774  6.53268
H  -0.95190  -0.17395  4.25813
H  -0.69665  -0.40884  6.18614
H  1.41347  0.80260  5.11809
H  0.54170  1.95507  6.35707
H  1.23132  3.32903  4.16764
H  -0.71628  3.15264  4.36953
H  0.76649  0.77812  2.75645
H  -0.89924  1.71452  2.39517
H  2.00769  3.28828  2.05253
H  1.54071  1.99334  0.74518
H  -0.94978  3.34348  0.68063
H  -0.01928  4.79264  1.48713
H  1.09425  3.16824  -1.13512
H  1.87058  4.73616  -0.35007
H  0.61117  5.86907  -2.19570
H  -0.89929  5.70183  -1.06065
H  -1.82754  4.33324  -3.04872
H  -0.79581  2.94997  -2.29133
H  0.30389  4.90562  -4.65519
H  1.32171  3.47930  -3.76338
H  -1.01529  3.35946  -6.03432
H  -1.41581  2.36159  -4.48339
H  1.48879  1.92168  -5.95339
H  0.72407  0.84861  -4.60709
H  0.95073  2.11976  -8.06548
H  1.52529  0.27465  -8.24769
H  1.04232  -0.11996  -10.59630
H  -0.55413  0.72679  -11.34393
H  0.87568  1.79548  -10.73500
H  -1.31186  -1.79268  -7.67704
H  0.59241  -1.79722  -8.20162
H  -1.80445  -2.52246  -5.49745
H  -0.39999  -3.37985  -4.49991
H  -2.62677  -4.89444  -5.14660
H  -0.96372  -5.71170  -5.60546
H  -2.06163  -4.87867  -6.95968
C  -6.09787  -8.63851  -6.88431
C  -5.53327  -7.23730  -7.07882
C  -4.20863  -7.22285  -7.84137
C  -3.12678  -7.87639  -7.09278
N  -2.27329  -8.39881  -6.50383
H  -5.43676  -9.25587  -6.26820
H  -7.06810  -8.58596  -6.38023
H  -6.24180  -9.13994  -7.84630
H  -5.41273  -6.75810  -6.10007
H  -6.26536  -6.64204  -7.63814
H  -3.92571  -6.18148  -8.03598
H  -4.33242  -7.70588  -8.81660
C  -6.58540  -5.90575  10.09291
C  -6.85787  -5.11368  8.82075
C  -5.67576  -4.24738  8.38655
C  -5.38799  -3.17409  9.34733
N  -5.15643  -2.32980  10.11009
H  -6.41911  -5.24507  10.94943
H  -7.44225  -6.54502  10.32819
H  -5.70612  -6.54645  9.97476
H  -7.74969  -4.49282  8.96666
H  -7.08873  -5.82014  8.01408
H  -5.90686  -3.79867  7.41309
H  -4.78618  -4.87073  8.24577
C  5.76883  4.11936  0.81358
C  6.23647  5.19596  1.78428
C  5.90192  4.87858  3.24158
C  4.45439  4.86375  3.49123
N  3.31003  4.84554  3.68701
H  4.67859  4.02363  0.81488
H  6.07866  4.37205  -0.20542
H  6.20147  3.14709  1.06873
H  5.79682  6.15781  1.49501
H  7.32425  5.30045  1.68988
H  6.36404  5.63882  3.88256
H  6.33950  3.91536  3.52524
C  1.73108  8.76329  0.69402
C  2.86887  8.52364  1.67791
C  4.24452  8.85313  1.09879
C  4.61435  7.95721  -0.00503
N  4.90375  7.25319  -0.88187
H  1.80963  8.10706  -0.17831
H  0.76910  8.56143  1.17574
H  1.72565  9.80099  0.34654
H  2.83950  7.48109  2.01606
H  2.70204  9.15120  2.56190
H  4.99287  8.76165  1.89502
H  4.26833  9.89403  0.75865
C  -1.48036  -5.86191  -10.15487
C  -1.43904  -5.79390  -11.67595
C  -2.67325  -5.12634  -12.28214
C  -3.89760  -5.90533  -12.05402
N  -4.86633  -6.51784  -11.86795
H  -2.31043  -6.48238  -9.80306
H  -0.55298  -6.30057  -9.77311
H  -1.58731  -4.86304  -9.72080
H  -1.31905  -6.80647  -12.07898
H  -0.55084  -5.22374  -11.97447
H  -2.51946  -5.01659  -13.36226
H  -2.79169  -4.11681  -11.87401
C  3.98362  -2.02970  4.16351
C  3.71115  -1.23763  2.89135
C  4.89325  -0.37134  2.45715
C  5.18103  0.70196  3.41793
N  5.41258  1.54625  4.18069
H  4.14990  -1.36903  5.02003
H  3.12677  -2.66897  4.39879
H  4.86290  -2.67040  4.04536
H  2.81932  -0.61677  3.03726
H  3.48029  -1.94410  2.08468
H  4.66216  0.07738  1.48369
H  5.78283  -0.99469  2.31637
C  10.39285  -1.19892  5.51908
C  9.11780  -0.42895  5.83751
C  7.87563  -1.31804  5.89151
C  7.54990  -1.90160  4.58337
N  7.29635  -2.36809  3.55073
H  10.35192  -1.64882  4.52224
H  11.25490  -0.52479  5.54389
H  10.56302  -1.99473  6.25074
H  8.98254  0.36702  5.09572
H  9.24085  0.05966  6.81179
H  7.02544  -0.71491  6.23180
H  8.01642  -2.11400  6.63067

Entry 2:
Density functional theory data (ωB97M-V with the def2-TZVPD basis set) for one molecule with the formula C5H8O2.

Properties
- Structure (SMILES): O[C@@H]1C=CC[C@@H]1O
- 2S+1: 1
- Energy relative to the best compared isomer or geometry (same formula, charge and spin): 0.974 eV

CARTESIAN COORDINATES (ANGSTROEM)
O  2.06297  -0.42313  0.53498
C  0.65667  -0.66905  0.54737
C  0.10315  -1.21512  -0.74950
C  -0.97193  -0.53988  -1.16133
C  -1.33106  0.61255  -0.24873
C  -0.18836  0.63752  0.79389
O  0.57760  1.81132  0.61178
H  2.32005  -0.22203  -0.37799
H  0.52496  -1.36753  1.38526
H  0.55485  -2.07312  -1.25128
H  -1.54824  -0.79755  -2.04986
H  -2.31080  0.47982  0.23391
H  -1.36373  1.57735  -0.77381
H  -0.60421  0.62048  1.81238
H  1.51808  1.56838  0.69293

Entry 3:
Density functional theory data (ωB97M-V with the def2-TZVPD basis set) for one molecule with the formula C3H5NO.

Properties
- 2S+1: 1
- Energy relative to the best compared isomer or geometry (same formula, charge and spin): 3.438 eV

CARTESIAN COORDINATES (ANGSTROEM)
O  -0.86772  0.85856  1.61103
C  -0.48519  0.52134  0.51264
C  -0.01829  -0.94484  0.24624
C  1.13420  -0.87248  -0.66954
N  -0.43976  1.31122  -0.58624
H  0.06876  -1.43731  1.22073
H  -0.86196  -1.38485  -0.31173
H  2.01182  -1.32363  -0.16734
H  0.08515  0.97621  -1.38574
H  -0.62701  2.29576  -0.47005

The evaluated total energy for the records listed, in turn: -76646.0771, -9408.8580, -6726.1346 eV.
The evaluated HOMO-LUMO gap for the records listed, in turn: 9.99, 10.63, 8.42 eV.